Here is a structure of composition C30H35CuN5OS2Si at a distorted geometry from the Open Molecules 2025 dataset. Energies are from the ωB97M-V functional and the def2-TZVPD basis.

Geometry (Å):
Cu1 0.57482 -1.39741 -0.33922
S1 -1.85379 0.82675 -1.47601
S2 -0.10987 -1.28870 -2.91901
Si1 3.30700 -2.55644 0.85411
O1 -1.06089 0.53308 -0.26215
N1 -1.13741 -3.57523 -3.79199
N2 2.59497 -1.41878 -0.19806
N3 -0.28824 -1.14575 1.65746
N4 -1.51760 -3.14434 -1.56968
N5 -1.13946 -2.50592 -0.45398
C1 -2.44591 -1.18919 2.67055
C2 4.47322 -3.85718 0.07385
C3 -0.61594 5.58023 -0.79265
C4 -0.94674 -2.77205 -2.68397
C5 -5.62419 -0.60688 0.36979
C6 4.33451 -1.78575 2.27243
C7 0.13858 -0.35217 2.62106
C8 3.30626 1.36836 -2.50822
C9 -0.99657 4.55194 -1.64041
C10 3.31134 -0.53252 -0.95880
C11 -0.47612 3.26726 -1.48996
C12 0.80049 4.05861 0.39985
C13 1.93622 -3.56044 1.69131
C14 2.64328 0.46922 -1.69891
C15 -4.78412 0.12647 -0.45176
C16 -4.28706 1.60071 1.37074
C17 -1.99482 -2.30761 0.48668
C18 -1.56425 -1.56116 1.65135
C19 -0.69114 0.12680 3.62640
C20 4.72108 -0.52655 -1.07088
C21 -3.18167 2.00906 -0.84845
C22 0.43887 3.03398 -0.46151
C23 5.38329 0.36941 -1.89255
C24 -4.10592 1.24457 0.03744
C25 -5.81047 -0.23140 1.69338
C26 4.69203 1.32292 -2.62744
C27 0.27752 5.33343 0.23901
C28 -0.92478 2.16281 -2.38757
C29 -2.00889 -0.31224 3.64416
C30 -5.13674 0.87422 2.19029
H1 5.24278 -1.30634 1.90118
H2 5.21518 2.01387 -3.27709
H3 2.74254 2.12045 -3.05214
H4 -3.04286 -2.57567 0.37246
H5 -5.27279 1.16781 3.22408
H6 1.15799 -3.82001 0.97126
H7 5.36384 -3.40184 -0.36295
H8 1.56615 0.48512 -1.61527
H9 0.85288 2.04706 -0.32753
H10 -0.32502 0.83544 4.35660
H11 -4.63643 -0.17335 -1.48261
H12 4.80585 -4.58471 0.81851
H13 -3.68343 2.35138 -1.75664
H14 2.32709 -4.48553 2.12273
H15 -6.13426 -1.47815 -0.02228
H16 1.18743 -0.07369 2.57196
H17 4.63077 -2.53645 3.00945
H18 -3.75626 2.45958 1.76377
H19 6.46527 0.32400 -1.96568
H20 5.29653 -1.24837 -0.50429
H21 -0.08936 1.62503 -2.83437
H22 3.96633 -4.40319 -0.72485
H23 -2.69319 0.03958 4.40697
H24 -0.50379 -3.34865 -4.54033
H25 -6.47056 -0.80395 2.33317
H26 1.46348 -2.98837 2.49023
H27 3.75501 -1.01904 2.79239
H28 -2.70821 2.83627 -0.32447
H29 -1.22771 -4.56062 -3.59238
H30 -1.59563 2.50926 -3.17436
H31 1.49969 3.85832 1.20183
H32 -1.70787 4.74808 -2.43522
H33 0.56490 6.13176 0.91212
H34 -3.46529 -1.55170 2.65071
H35 -1.02190 6.57448 -0.93362

2S+1 = 1
orbital gap = 5.86 eV
total charge = -1
energy = -115367.12391 eV
lowest unoccupied orbital energy = 2.401 eV
maximum force = 1.38 eV/A
energy relative to the best compared isomer or geometry (same formula, charge and spin) = 0.443 eV

Results of the Mulliken charge analysis, in e, for atoms 1 through 4: Cu -0.63; S 0.24; S -0.51; Si -0.07